ORCA calculation (ωB97M-V with the def2-TZVPD basis set) on a 2-piece molecular cluster, C10H10BrFO3 overall at a distorted geometry.

Structure (XYZ):
```
25
Properties=species:S:1:pos:R:3:lowdin_charge:R:1
C 0.89 1.29 4.71 -0.073
C 0.55 0.01 4.33 -0.054
C 0.93 2.41 3.80 -0.063
C 0.26 -0.26 2.96 -0.001
C 0.72 2.15 2.49 -0.020
C 0.33 0.85 2.09 -0.169
C 0.07 -0.13 -2.41 -0.335
C -1.38 -1.08 -4.81 -0.069
C -0.24 -1.75 -4.09 -0.146
C -0.04 -0.24 0.07 -0.738
O 0.37 0.91 -2.94 0.111
O -0.11 0.86 0.69 -0.016
O -0.23 -1.33 -2.67 -0.058
F 1.03 -1.11 0.34 -0.041
Br -1.67 -1.39 0.00 0.675
H 1.02 1.52 5.67 0.056
H 0.54 -0.89 4.96 0.116
H 1.06 3.30 4.28 0.078
H -0.14 -1.16 2.54 0.076
H 0.73 2.98 1.65 0.166
H -1.03 -0.17 -5.18 0.051
H -1.70 -1.67 -5.65 0.074
H -2.38 -1.04 -4.25 0.128
H 0.61 -1.22 -4.52 0.120
H -0.15 -2.83 -4.08 0.132
```

Output
ΔE to the lowest compared entry with this formula, charge and spin: 56.9 kcal per mole
DFT total energy: -89429.754 eV
Lowest unoccupied orbital energy (spin up / spin down): 0.2 / 0.2 eV
Orbital gap (spin up / spin down): 7.93 / 7.97 eV
HOMO energy (spin up / spin down): -7.726 / -7.734 eV

ORCA calculation (ωB97M-V with the def2-TZVPD basis set) on C50H50F8IO6PSi2 as an isolated structure at a distorted geometry.

Structure (XYZ):
```
118
Properties=species:S:1:pos:R:3:lowdin_charge:R:1
O 5.03 -5.04 -0.83 -0.363
P 4.93 -3.54 -0.55 0.541
O 5.11 -2.76 -2.01 -0.159
O 6.13 -3.17 0.56 -0.163
C 3.29 -3.25 0.27 -0.290
Si 2.49 -1.53 -0.02 0.494
C 3.64 -0.23 -0.81 -0.261
O 4.93 -0.10 -0.18 -0.201
O 4.80 0.85 0.84 -0.080
O 1.02 -1.77 -0.88 -0.454
Si -0.23 -2.42 0.12 0.130
I -0.92 -0.84 1.92 0.423
H 5.39 -3.39 -2.70 0.087
H 5.74 -3.43 1.41 0.063
H 3.48 -3.35 1.38 0.068
H 2.58 -4.07 0.01 0.059
H 2.13 -1.02 1.32 -0.024
H 3.06 0.73 -0.86 0.094
H 3.83 -0.50 -1.90 0.103
H 4.76 0.33 1.67 0.095
H -1.43 -2.54 -0.74 -0.062
H 0.09 -3.75 0.65 -0.051
F -4.02 -0.02 0.15 0.014
C -4.63 1.04 0.72 -0.294
C -5.17 0.91 1.98 -0.020
C -5.79 2.00 2.57 -0.078
C -5.87 3.21 1.89 -0.091
C -5.32 3.33 0.61 -0.083
C -4.69 2.24 0.03 -0.006
H -5.11 -0.04 2.50 0.113
H -6.22 1.91 3.56 0.105
H -6.36 4.06 2.35 0.103
H -5.38 4.27 0.08 0.079
H -4.25 2.31 -0.96 0.118
F -5.86 6.33 0.01 0.043
C -4.69 6.98 -0.03 -0.285
C -4.53 8.03 -0.92 -0.018
C -3.32 8.71 -0.96 -0.083
C -2.28 8.33 -0.11 -0.096
C -2.45 7.28 0.77 -0.077
C -3.67 6.60 0.82 -0.018
H -5.34 8.31 -1.58 0.117
H -3.18 9.54 -1.65 0.104
H -1.34 8.86 -0.15 0.101
H -1.65 6.98 1.43 0.107
H -3.82 5.78 1.51 0.111
F 3.94 -0.12 4.51 0.049
C 4.46 1.00 5.06 -0.282
C 4.48 1.13 6.44 -0.019
C 5.02 2.28 7.00 -0.081
C 5.52 3.29 6.18 -0.086
C 5.49 3.14 4.80 -0.067
C 4.96 1.99 4.24 -0.006
H 4.07 0.34 7.06 0.116
H 5.04 2.40 8.08 0.104
H 5.93 4.19 6.62 0.103
H 5.88 3.93 4.16 0.079
H 4.94 1.86 3.16 0.097
F 6.72 5.45 3.43 0.036
C 7.73 5.60 2.56 -0.279
C 8.68 4.60 2.45 -0.018
C 9.73 4.75 1.55 -0.081
C 9.82 5.91 0.77 -0.097
C 8.86 6.91 0.90 -0.085
C 7.81 6.75 1.79 -0.015
H 8.60 3.71 3.07 0.118
H 10.47 3.97 1.45 0.106
H 10.63 6.03 0.07 0.102
H 8.93 7.81 0.30 0.106
H 7.05 7.52 1.90 0.119
F 2.69 3.24 -1.57 0.053
C 3.87 3.88 -1.67 -0.279
C 4.00 4.93 -2.57 -0.022
C 5.21 5.60 -2.67 -0.087
C 6.28 5.21 -1.88 -0.098
C 6.14 4.16 -0.98 -0.070
C 4.93 3.49 -0.87 -0.002
H 3.15 5.21 -3.19 0.115
H 5.32 6.42 -3.37 0.102
H 7.23 5.73 -1.96 0.096
H 6.98 3.85 -0.37 0.102
H 4.80 2.67 -0.17 0.087
F -5.80 -3.73 2.76 0.057
C -6.02 -3.91 1.45 -0.284
C -5.56 -2.96 0.55 -0.015
C -5.78 -3.14 -0.81 -0.079
C -6.47 -4.27 -1.25 -0.091
C -6.93 -5.21 -0.34 -0.077
C -6.70 -5.03 1.02 -0.011
H -5.03 -2.09 0.91 0.091
H -5.41 -2.41 -1.52 0.104
H -6.65 -4.41 -2.31 0.099
H -7.48 -6.08 -0.69 0.080
H -7.05 -5.76 1.75 0.116
F -0.84 -6.09 0.28 0.039
C -0.82 -6.44 -1.02 -0.290
C -1.45 -5.63 -1.95 -0.025
C -1.43 -6.00 -3.29 -0.079
C -0.79 -7.17 -3.68 -0.097
C -0.17 -7.98 -2.73 -0.082
C -0.18 -7.61 -1.39 -0.016
H -1.95 -4.73 -1.63 0.091
H -1.91 -5.37 -4.04 0.105
H -0.77 -7.46 -4.73 0.100
H 0.33 -8.89 -3.04 0.105
H 0.31 -8.22 -0.64 0.118
F -8.87 -6.83 -1.83 0.037
C -8.84 -7.19 -3.13 -0.282
C -9.46 -6.38 -4.07 -0.017
C -9.43 -6.74 -5.41 -0.082
C -8.79 -7.91 -5.80 -0.097
C -8.16 -8.71 -4.84 -0.082
C -8.19 -8.35 -3.50 -0.015
H -9.97 -5.48 -3.74 0.118
H -9.91 -6.12 -6.15 0.105
H -8.77 -8.19 -6.84 0.101
H -7.66 -9.62 -5.15 0.105
H -7.70 -8.96 -2.75 0.118
```

Output
DFT total energy: -119832.020 eV
Lowest unoccupied orbital energy: 0.3 eV
Orbital gap: 9.33 eV
HOMO energy: -8.994 eV

ORCA calculation (ωB97M-V with the def2-TZVPD basis set) on C19H18HfNOSe as an isolated structure at a distorted geometry.

Structure (XYZ):
```
41
Properties=species:S:1:pos:R:3:lowdin_charge:R:1
C -3.40 2.51 0.88 -0.137
C -2.20 3.29 0.71 -0.152
C -1.44 2.69 -0.37 -0.189
H -1.84 4.12 1.38 0.144
C -2.15 1.49 -0.79 -0.203
C -3.27 1.26 0.12 -0.198
H -4.14 0.58 0.00 0.141
H -4.40 2.76 1.29 0.140
H -0.53 3.14 -0.83 0.137
H -1.95 0.91 -1.71 0.129
C -0.07 0.71 3.36 -0.221
C -1.21 1.13 4.13 -0.065
C -2.41 0.40 3.58 -0.130
H -1.20 2.21 4.46 0.127
C -1.88 -0.67 2.67 -0.247
C -0.42 -0.58 2.75 -0.228
H 0.32 -1.35 2.42 0.126
H 0.95 1.14 3.53 0.137
H -3.48 0.23 3.88 0.151
H -2.47 -1.60 2.52 0.135
Hf -1.35 1.11 1.33 1.740
O 1.21 -0.49 -1.10 -0.117
C 2.04 0.46 -1.79 -0.098
C 1.56 -0.79 -2.50 -0.212
H 1.53 1.38 -2.08 0.097
H 3.10 0.51 -1.52 0.124
H 0.75 -0.67 -3.25 0.146
H 2.02 -1.98 -4.89 0.115
C 2.64 -2.43 -4.10 -0.035
C 2.50 -1.91 -2.77 -0.182
C 3.30 -2.46 -1.74 -0.034
H 3.19 -2.08 -0.71 0.113
C 4.20 -3.51 -2.02 -0.076
H 4.79 -3.93 -1.21 0.108
C 4.33 -4.01 -3.33 -0.076
H 5.03 -4.82 -3.55 0.108
C 3.55 -3.46 -4.37 -0.078
H 3.63 -3.84 -5.40 0.111
Se -4.65 3.52 4.65 0.698
C -3.45 2.84 3.53 -0.859
N -2.74 2.19 2.85 -0.189
```

Output
DFT total energy: -90171.706 eV
Charge: +1
Lowest unoccupied orbital energy (spin up / spin down): -5.2 / -5.2 eV
Orbital gap (spin up / spin down): 5.53 / 5.53 eV
HOMO energy (spin up / spin down): -10.770 / -10.770 eV

Which of these has the highest DFT total energy?
C10H10BrFO3

Look up the DFT total energy of the first one.
-89429.754 eV

What is the DFT total energy in the second record?
-119832.020 eV

The lowest DFT total energy belongs to which entry?
C50H50F8IO6PSi2